1) The following is a quantum chemistry calculation of a cluster of 2 separate species, C14H16O in total, from OMol25.

Geometry as XYZ:
```
31
Properties=species:S:1:pos:R:3:lowdin_charge:R:1
O 1.825 -2.132 2.933 0.035
C 0.307 -0.890 1.488 -0.022
C -2.465 -0.080 -2.289 -0.102
C 1.677 -1.048 -1.867 -0.056
C -2.088 -1.283 -1.678 -0.099
C -0.597 2.784 1.447 -0.045
C -0.070 1.433 1.944 -0.274
C 1.469 0.167 3.278 -0.020
C 0.232 -0.796 -2.169 -0.293
C -1.507 0.689 -2.918 -0.085
C 0.793 1.356 3.031 -0.043
C -0.180 0.251 -2.974 -0.048
C -0.751 -1.646 -1.627 -0.089
C 1.208 -0.971 2.533 -0.330
C -0.365 0.308 1.194 -0.028
H -2.858 -2.048 -1.569 0.108
H -0.529 -2.695 -1.453 0.115
H -0.947 0.224 0.292 0.090
H 2.027 -2.679 2.161 0.105
H -1.751 1.636 -3.388 0.102
H -0.571 2.785 0.361 0.071
H 2.166 0.103 4.098 0.113
H 0.236 -1.736 0.824 0.092
H 1.877 -2.065 -1.501 0.078
H 0.559 0.704 -3.622 0.112
H 1.994 -0.363 -1.070 0.084
H 2.357 -0.922 -2.715 0.079
H 0.082 3.562 1.778 0.067
H 0.925 2.113 3.782 0.109
H -3.485 0.244 -2.194 0.096
H -1.570 2.996 1.887 0.076
```

**SMILES**: Cc1ccc(O)cc1.Cc1ccccc1
**Lowest unoccupied orbital energy**: 0.73 eV
**Charge**: 0

2) The following is a quantum chemistry calculation of a cluster of 2 separate species, C14H16O in total, from OMol25.

Geometry as XYZ:
```
31
Properties=species:S:1:pos:R:3:lowdin_charge:R:1
O 1.666 -3.473 0.269 0.033
C -3.523 1.333 1.133 -0.078
C 0.998 -1.272 -0.193 0.028
C 2.042 -2.257 -0.049 -0.377
C -2.629 -0.915 2.133 -0.012
C 3.481 1.631 -0.739 -0.079
C 3.786 -0.805 -0.909 -0.067
C -2.873 2.108 -1.018 -0.101
C 3.365 -2.108 -0.453 -0.006
C 2.948 0.243 -0.821 -0.331
C 1.580 0.005 -0.508 -0.026
C -2.757 0.209 1.080 -0.239
C -1.845 1.160 -0.994 -0.082
C -3.684 2.193 0.067 -0.112
C -1.947 0.108 -0.085 -0.075
H 0.971 0.845 -0.276 0.079
H -2.047 -1.784 1.736 0.089
H 2.569 2.339 -0.806 0.094
H -2.936 2.894 -1.810 0.119
H 4.180 1.805 0.082 0.076
H -1.262 0.787 -1.852 0.113
H 4.184 -2.975 -0.412 0.157
H 0.708 -3.682 0.112 0.139
H -3.939 1.556 2.152 0.133
H -1.486 -0.863 -0.283 0.073
H -0.064 -1.436 -0.079 0.052
H -2.149 -0.609 2.928 0.019
H -3.602 -1.319 2.261 0.070
H -4.496 2.895 0.136 0.103
H 3.906 2.124 -1.695 0.097
H 4.854 -0.740 -1.107 0.111
```

**SMILES**: Cc1ccc(O)cc1.Cc1ccccc1
**Lowest unoccupied orbital energy**: 0.60 eV
**Charge**: 0

3) The following is a quantum chemistry calculation of a cluster of 2 separate species, C14H16O in total, from OMol25.

Geometry as XYZ:
```
31
Properties=species:S:1:pos:R:3:lowdin_charge:R:1
O -0.791 -2.508 -3.012 0.046
C 1.348 -1.407 -3.303 -0.028
C 2.473 -0.875 -2.689 -0.050
C -0.787 0.518 2.548 -0.057
C 0.212 -1.466 -1.165 -0.005
C 3.722 -0.085 -0.639 -0.055
C 2.467 -0.579 -1.326 -0.285
C -2.113 2.435 1.908 -0.061
C -1.976 -0.222 2.623 -0.096
C 0.367 2.666 1.914 -0.058
C 0.241 -1.722 -2.525 -0.311
C -3.202 0.351 2.395 -0.099
C -3.254 1.658 1.885 -0.082
C 1.326 -0.870 -0.590 -0.047
C -0.877 1.865 2.223 -0.282
H 1.300 -0.457 0.414 0.098
H -2.156 3.450 1.530 0.111
H 4.635 -0.386 -1.146 0.072
H 1.310 2.282 2.290 0.073
H 3.702 -0.460 0.381 0.073
H 0.183 0.055 2.615 0.099
H -0.661 -1.682 -0.568 0.116
H 1.300 -1.426 -4.382 0.110
H 0.395 2.761 0.831 0.080
H -4.127 -0.163 2.583 0.096
H 3.784 1.008 -0.664 0.078
H -4.232 2.081 1.724 0.098
H -1.881 -1.247 2.968 0.101
H 0.256 3.705 2.240 0.076
H -0.813 -2.428 -3.945 0.074
H 3.254 -0.478 -3.328 0.113
```

**SMILES**: Cc1ccc(O)cc1.Cc1ccccc1
**Lowest unoccupied orbital energy**: 0.90 eV
**Charge**: 0

Most stable: 3) (next structure +0.0094 hartree)

1) The following is a quantum chemistry calculation of an isolated molecule of C3H6N2O2S, from OMol25.

Geometry as XYZ:
```
14
Properties=species:S:1:pos:R:3:lowdin_charge:R:1
S 1.715 -0.677 -0.459 0.843
O -2.887 -0.226 0.831 0.076
O -2.719 1.240 -0.799 0.072
N -2.380 0.245 -0.171 -0.374
N -0.643 -1.802 -0.210 0.035
C 0.047 -0.667 0.302 -0.618
C 2.352 0.968 0.250 -0.358
C -1.102 -0.365 -0.643 -0.162
H -0.721 0.133 -1.643 0.176
H 2.543 1.166 1.323 0.052
H -0.097 -0.346 1.320 0.115
H -1.293 -2.332 0.381 0.113
H 3.393 1.025 -0.110 0.023
H 1.792 1.636 -0.371 0.007
```

**SMILES**: CS[C@@H]1N[C@H]1[N+](=O)[O-]
**Lowest unoccupied orbital energy**: -0.15 eV
**Charge**: 0

2) The following is a quantum chemistry calculation of an isolated molecule of C3H6N2O2S, from OMol25.

Geometry as XYZ:
```
14
Properties=species:S:1:pos:R:3:lowdin_charge:R:1
S -1.011 -0.021 -0.962 0.998
O 0.432 -2.137 -0.168 -0.005
O -3.057 0.370 0.618 -0.222
N -2.546 0.390 -0.715 -0.476
N 2.401 0.247 -0.822 0.103
C -0.548 -1.461 0.038 -0.452
C 0.141 0.692 0.279 -0.286
C 1.530 0.555 0.202 -0.232
H -3.484 1.302 0.571 0.122
H 2.089 -0.303 -1.596 0.091
H 2.152 0.609 1.074 0.111
H 3.333 0.509 -0.731 0.072
H -1.216 -1.415 0.898 0.099
H -0.217 0.663 1.315 0.077
```

**Lowest unoccupied orbital energy**: 0.08 eV
**Charge**: 0

3) The following is a quantum chemistry calculation of an isolated molecule of C3H6N2O2S, from OMol25.

Geometry as XYZ:
```
14
Properties=species:S:1:pos:R:3:lowdin_charge:R:1
S -2.796 1.293 0.234 0.699
O 1.667 0.527 1.232 0.048
O 2.027 2.122 -0.275 0.053
N 0.901 0.382 -0.916 0.107
N 1.511 1.054 -0.108 -0.368
C -1.964 0.079 -0.424 -0.684
C -0.930 -0.712 0.291 -0.274
C 0.341 -0.888 -0.555 -0.204
H -1.336 -1.705 0.506 0.123
H 1.070 -1.478 0.009 0.118
H 0.115 -1.398 -1.495 0.118
H 2.225 1.152 1.720 0.118
H -2.149 -0.197 -1.458 0.056
H -0.681 -0.232 1.239 0.090
```

**SMILES**: [O-]/[N+](O)=N/CCC=S
**Lowest unoccupied orbital energy**: -0.22 eV
**Charge**: 0

4) The following is a quantum chemistry calculation of an isolated molecule of C3H6N2O2S, from OMol25.

Geometry as XYZ:
```
14
Properties=species:S:1:pos:R:3:lowdin_charge:R:1
S 1.726 0.356 -0.592 0.874
O 2.429 -0.600 -1.417 -0.415
O 1.002 -0.266 0.865 -0.309
N -0.217 -0.846 0.600 -0.048
N -0.937 0.665 -1.163 0.192
C -2.525 -0.710 0.024 -0.045
C 2.913 1.318 0.018 -0.169
C -1.176 -0.173 -0.294 -0.551
H 2.563 1.908 0.867 0.033
H -2.676 -1.568 -0.588 0.067
H 3.635 1.840 -0.636 0.060
H -3.436 -0.020 -0.252 0.127
H -0.716 -0.903 1.453 0.092
H -2.582 -1.000 1.114 0.092
```

**Lowest unoccupied orbital energy (alpha / beta)**: -0.66 / -1.58 eV
**Charge**: 0

Most stable: 3) (next structure +0.0215 hartree)